#i
The molecule C4H9N3O. Source: OMol25; level of theory: wB97M-V/def2-TZVPD.

Geometry (Å):
C  1.41  -1.73  -0.40
C  1.18  1.09  0.41
C  -1.34  0.64  0.03
C  0.06  0.19  -0.02
N  -1.73  1.85  -0.49
O  -1.97  -1.26  1.19
N  -2.25  -0.33  0.19
N  0.16  -1.02  -0.53
H  -1.05  -1.57  1.05
H  -1.30  2.12  -1.37
H  -2.74  1.96  -0.52
H  1.18  -2.80  -0.40
H  2.08  -1.51  -1.24
H  1.94  -1.56  0.54
H  0.78  2.03  0.80
H  1.77  0.62  1.20
H  1.83  1.30  -0.44

HOMO level: -8.561 eV
HOMO-LUMO gap: 8.743 eV
Molar mass: 115.14 g/mol
Structure (SMILES): C/N=C(C)/C(N)=N\O
Total charge: 0



#ii
A structure of composition C4H9N3O. Source: OMol25; level of theory: wB97M-V/def2-TZVPD.

Geometry (Å):
C  1.38  1.32  0.85
C  -0.74  0.04  1.46
C  -0.60  0.22  -1.51
C  0.10  0.69  0.40
N  0.26  -2.05  -0.50
O  0.50  -0.66  -0.71
N  -0.52  1.24  -0.71
N  -1.10  -0.36  -2.51
H  1.03  -2.50  -0.98
H  -0.58  -2.24  -1.04
H  -1.91  0.12  -2.88
H  1.13  2.27  1.32
H  1.90  0.70  1.59
H  -1.62  -0.44  1.03
H  -0.17  -0.69  2.03
H  -1.08  0.83  2.14
H  2.02  1.51  0.00

HOMO level: -8.489 eV
HOMO-LUMO gap: 9.411 eV
Molar mass: 115.14 g/mol
Total charge: 0



What is the most stable structure shown above? It is #i.